Record 1
The following is a DFT calculation (wB97M-V/def2-TZVPD) of 2 unconnected molecules or ions with the total composition C7H11NO.

Computed properties:
SMILES: C=C(C)C=O.CCC#N
LUMO, eV: 0.28
Spin multiplicity: 1
ΔE to the lowest compared entry with this formula, charge and spin, eV: 1.451

Element x y z (Å)
C 1.8563 0.1245 -1.0876
C 2.4982 -0.9523 -0.2088
C 1.2677 1.1681 -0.2860
N 0.8098 2.0065 0.3404
H 2.6086 0.5863 -1.7322
H 1.0752 -0.3037 -1.7191
H 3.0112 -1.6852 -0.8303
H 1.7501 -1.4521 0.3994
H 3.2288 -0.5014 0.4573
C -2.3707 1.2066 0.2888
C -1.5882 -0.0635 0.3655
C -0.7181 -0.2250 1.5474
C -1.6390 -1.0336 -0.5459
O 0.0536 -1.1361 1.7207
H -0.8284 0.5762 2.2993
H -2.8600 1.3045 -0.6751
H -3.1304 1.2264 1.0698
H -1.7069 2.0545 0.4415
H -2.2624 -0.9707 -1.4215
H -1.0554 -1.9301 -0.4235

=====

Record 2
The following is a DFT calculation (wB97M-V/def2-TZVPD) of 2 unconnected molecules or ions with the total composition C7H11NO4Se2 at a distorted geometry.

Computed properties:
SMILES: Cn1cccc1[Se]C(O)O.O=C(O)[SeH]
LUMO, eV: 0.34
Spin multiplicity: 1
ΔE to the lowest compared entry with this formula, charge and spin, eV: 0.127

Element x y z (Å)
C -1.9304 1.5420 -0.0861
C -1.0011 1.2257 0.9121
C -1.4476 0.9201 -1.2475
C -0.0265 0.4138 0.3610
C 0.5778 -0.2685 -1.9603
C -1.2923 -3.0206 0.3338
C 2.6841 1.3108 1.2334
N -0.3790 0.2165 -0.9482
O -1.1854 -1.9284 1.0788
O -1.0519 -4.1343 0.6871
O 2.5653 1.7841 -0.0712
O 2.2000 2.0914 2.2658
Se -2.0615 -2.6333 -1.3104
Se 1.5512 -0.4196 1.0370
H -2.9341 2.1400 0.0340
H -1.0758 1.5458 1.9573
H 0.1623 0.2357 -2.8363
H 1.5432 0.0772 -1.6844
H 0.5690 -1.3378 -2.1171
H -2.8384 -3.8919 -1.2816
H 3.6521 0.9235 1.3080
H -0.7848 -2.1040 1.9063
H -1.9298 0.9480 -2.3302
H 1.5882 2.0994 -0.2617
H 2.8452 2.2645 3.0204

=====

Record 3
The following is a DFT calculation (wB97M-V/def2-TZVPD) of a molecular structure, C7H11NPRu at a distorted geometry.

Computed properties:
LUMO (spin up / spin down), eV: 0.68 / -1.65
Spin multiplicity: 6
ΔE to the lowest compared entry with this formula, charge and spin, eV: 0.000

Element x y z (Å)
C 0.6187 -1.7346 -0.5633
C 0.5656 -3.1745 -0.2966
C -0.5591 -3.6831 -0.9798
C -1.2981 -2.6098 -1.5401
C -0.5211 -1.4166 -1.3259
Ru 0.5031 1.1657 -0.3726
P 2.3038 1.8183 -1.3309
H 1.3801 -0.9866 -0.3941
H 1.1691 -3.6875 0.4620
H -0.8258 -4.7205 -1.1122
H -0.6108 -0.3563 -1.6615
H -2.3370 -2.5731 -1.9063
H 2.1378 2.1263 -2.7187
H 3.5699 1.1236 -1.2627
H 2.7025 3.1024 -0.7958
C -1.7323 2.7199 2.9956
C -0.9731 2.3842 1.8454
N -0.3073 1.9757 0.9882
H -2.2816 3.6418 2.8478
H -1.0532 2.9167 3.8320
H -2.4512 1.9681 3.2895

=====

Record 4
The following is a DFT calculation (wB97M-V/def2-TZVPD) of a gas-phase ion, C7H11O (charge -1) at a distorted geometry.

Computed properties:
Charge: -1
SMILES: C=CC(=C)CCC[O-]
LUMO, eV: 3.52
Spin multiplicity: 1
ΔE to the lowest compared entry with this formula, charge and spin, eV: 2.073

Element x y z (Å)
C -2.4512 0.1200 -0.8268
O -3.5536 -0.2176 -0.1787
C -1.0879 -0.1661 -0.0938
C 0.1545 0.5557 -0.6083
C 1.2402 0.7287 0.4462
C 1.0846 0.5072 1.7904
C 2.6225 -1.1712 -0.5405
C 2.4158 -0.0981 0.2641
H -2.3329 1.2085 -1.0961
H -2.2816 -0.4208 -1.8077
H -0.8448 -1.2278 -0.1229
H -1.3567 0.0504 0.9447
H 0.6490 -0.0150 -1.3773
H -0.1421 1.5060 -1.0579
H 0.1805 0.0628 2.1991
H 1.9425 0.7650 2.3863
H 3.6146 -1.6251 -0.4447
H 2.1478 -1.5497 -1.4258
H 3.3461 0.1634 0.7756

=====

Record 5
The following is a DFT calculation (wB97M-V/def2-TZVPD) of a molecular structure, C7H11O at a distorted geometry.

Computed properties:
Charge: -2
LUMO (spin up / spin down), eV: 7.07 / 7.03
Spin multiplicity: 2
ΔE to the lowest compared entry with this formula, charge and spin, eV: 1.991

Element x y z (Å)
C -3.1687 -0.1448 0.0903
O -4.1476 0.7597 0.1031
C -1.7177 0.3715 0.3129
C -0.6254 -0.6800 0.3095
C 0.8275 -0.2671 0.5132
C 1.5048 0.6113 -0.3169
C 2.9502 0.9623 -0.0908
C 3.2257 -0.1417 -0.9802
H -3.2901 -0.9824 0.8448
H -3.0700 -0.7228 -0.8816
H -1.6993 0.9605 1.2418
H -1.5559 1.1314 -0.4479
H -0.6844 -1.3333 -0.5712
H -0.8463 -1.3647 1.1474
H 1.3010 -0.5344 1.4566
H 0.9521 1.2513 -1.0034
H 3.2639 1.1917 0.9296
H 3.3699 0.0978 -2.0302
H 3.4104 -1.1664 -0.6271

=====

Record 6
The following is a DFT calculation (wB97M-V/def2-TZVPD) of a molecular structure, C7H11O5Tl at a distorted geometry.

Computed properties:
LUMO, eV: 0.47
Spin multiplicity: 1

Element x y z (Å)
O -0.3456 -2.2032 0.7797
C 0.7764 -2.2113 0.3144
C 1.6830 -1.0070 0.5239
O 1.2061 -0.1562 1.4474
C -0.2048 0.4266 -2.3254
C -1.5650 -0.0206 -1.8382
O -1.9032 0.6799 -0.6582
C -3.2278 0.4694 -0.2203
H 1.0820 -2.9349 -0.4746
H 0.0144 -0.0700 -3.2821
H -0.1902 1.5236 -2.3717
H -2.3013 0.2080 -2.6273
H -1.6097 -1.1022 -1.6367
H -3.5512 1.3537 0.3461
H -3.9201 0.3137 -1.0622
H -3.2571 -0.4101 0.4387
O 0.7852 0.0656 -1.4268
C 1.9777 -0.3167 -0.8562
C 2.7932 0.9182 -0.5719
O 2.2976 2.0115 -0.4141
Tl -0.4231 0.8189 0.8682
H 2.5410 -0.9972 -1.5165
H 3.8017 0.6984 -0.1584
H 2.6685 -1.4723 0.7950